Formula: C3H7NO2
Source: OMol25
Level of theory: ωB97M-V with the def2-TZVPD basis set

The largest force on an atom is 0.7 eV/A. The frontier orbital gap is 10.5 eV. The relative energy (zero: lowest compared OMol25 entry of this formula, charge and spin) is 82.1 kJ/mol. The total energy is -8809.67769 eV. Its structure (SMILES) is C[C@@H](O)C(N)=O. The net charge is 0. For the highest occupied orbital energy, the calculation gives -9.620 eV.

XYZ file:
```
13
C3H7NO2 ωB97M-V with the def2-TZVPD basis set
C 0.2980 -0.7981 1.3804
C 0.4768 0.1767 0.2195
O 1.5792 -0.0954 -0.6242
C -0.8722 0.2072 -0.4970
N -1.0420 0.6416 -1.7667
O -1.8565 -0.1902 0.1100
H -0.1334 -0.2761 2.2358
H 1.2643 -1.2267 1.6501
H -0.4151 -1.6105 1.1468
H 0.6553 1.1970 0.5809
H 1.7838 -1.0335 -0.5209
H -0.4259 1.1213 -2.4026
H -2.0068 0.5072 -2.0158
```



Formula: C2H4AgF
Source: OMol25
Level of theory: ωB97M-V with the def2-TZVPD basis set

The largest force on an atom is 2.9 eV/A. The frontier orbital gap (alpha / beta) is 5.8 / 9.0 eV. The expectation value of S² is 0.78. The relative energy (zero: lowest compared OMol25 entry of this formula, charge and spin) is 0.0 kJ/mol. The total energy is -8843.59092 eV. The net charge is +1. For the highest occupied orbital energy (alpha / beta), the calculation gives -12.499 / -15.887 eV. Its spin multiplicity is 2.

XYZ file:
```
8
C2H4AgF ωB97M-V with the def2-TZVPD basis set
C -0.6103 0.1031 -0.1829
C 0.7183 -0.3212 -0.2319
H -0.8056 1.1751 -0.2965
H -1.2799 -0.5467 0.3889
H 1.0745 -1.3287 0.0018
F 1.6333 0.4410 -0.8391
Ag 0.7491 0.6540 2.6713
H -1.4795 -0.1767 -1.5116
```



Formula: C34H90N4O13
Source: OMol25
Level of theory: ωB97M-V with the def2-TZVPD basis set

The largest force on an atom is 2.9 eV/A. The frontier orbital gap is 9.2 eV. The relative energy (zero: lowest compared OMol25 entry of this formula, charge and spin) is 254.0 kJ/mol. The total energy is -69286.42279 eV. Its structure (SMILES) is COCCNCCOC.COCCNCCOC.COCCNCCOC.COCCNCCOC.CCO.CCO.CCO.CCO.CCO. The net charge is 0. For the highest occupied orbital energy, the calculation gives -8.582 eV.

XYZ file:
```
141
C34H90N4O13 ωB97M-V with the def2-TZVPD basis set
C -6.8335 2.0246 -2.3411
O -5.6771 1.6947 -1.6336
C -4.7921 2.7896 -1.5047
C -3.4155 2.2333 -1.1629
N -2.3532 3.1846 -0.8742
C -1.7436 3.7956 -2.0986
C -0.7103 4.8029 -1.6967
O 0.2645 4.0805 -0.9787
C 1.1501 4.8690 -0.2747
H -6.7435 1.9875 -3.4548
H -7.1912 3.0182 -2.1261
H -7.6097 1.2784 -2.0901
H -5.1964 3.4626 -0.6560
H -4.6254 3.3279 -2.4384
H -3.1402 1.5553 -2.0255
H -3.5304 1.6387 -0.3169
H -1.5261 2.7653 -0.4307
H -2.4202 4.3164 -2.7665
H -1.2400 3.0075 -2.6525
H -1.2194 5.5953 -1.1337
H -0.2919 5.2941 -2.5566
H 0.6295 5.5548 0.4021
H 1.7243 5.5535 -0.8803
H 1.8584 4.2125 0.2448
C -3.2003 2.5565 2.4064
O -4.1761 1.7546 1.7939
C -4.9260 1.0748 2.7543
C -6.0653 0.2983 2.0704
N -5.5116 -0.4402 0.9021
C -6.5295 -0.9714 0.0005
C -6.9151 -2.4232 0.4169
O -7.8356 -2.6553 1.4833
C -9.1442 -2.1369 1.2290
H -2.6525 2.9513 1.5352
H -2.5284 2.0161 3.0518
H -3.6703 3.3764 2.9700
H -5.3044 1.7688 3.5585
H -4.2667 0.3006 3.1681
H -6.9627 0.8485 1.8720
H -6.4633 -0.3987 2.7673
H -4.9589 0.2153 0.4163
H -6.1510 -0.9321 -1.0315
H -7.4924 -0.3787 -0.0083
H -5.9694 -2.7894 0.7322
H -7.3373 -2.8858 -0.4609
H -9.6289 -2.1281 2.2259
H -9.7147 -2.6456 0.4157
H -9.1438 -1.0398 1.0380
C 7.6553 -0.3360 4.3473
O 8.1038 -0.9379 3.1173
C 8.5815 -0.0982 2.0609
C 8.9017 -0.9754 0.7956
N 7.6968 -1.2855 -0.0443
C 6.8838 -2.2453 0.7420
C 5.7663 -2.7459 -0.1224
O 5.0799 -1.5951 -0.6637
C 3.8139 -1.8352 -1.2973
H 8.3788 0.4018 4.7012
H 7.5229 -1.0837 5.0596
H 6.7452 0.2277 4.2212
H 9.5461 0.3228 2.4132
H 7.8637 0.6260 1.7775
H 9.3881 -1.9448 1.1142
H 9.6633 -0.3893 0.2381
H 7.1314 -0.4001 -0.2030
H 6.3952 -1.8757 1.6848
H 7.4763 -3.0695 1.0521
H 5.1175 -3.3777 0.5285
H 6.1431 -3.3645 -0.9393
H 3.9746 -1.7439 -2.4109
H 3.1088 -1.0469 -1.0964
H 3.3262 -2.6801 -0.8617
C 0.4893 -4.5616 -1.3900
O 1.1423 -3.8460 -2.3700
C 0.5888 -3.9541 -3.6397
C 1.3719 -3.2152 -4.6980
N 1.3621 -1.8213 -4.4236
C 1.8714 -0.9782 -5.4533
C 2.1243 0.4619 -5.0433
O 3.2406 0.4162 -4.0575
C 3.3590 1.7502 -3.6311
H 0.6123 -5.6143 -1.7772
H -0.5474 -4.2848 -1.3734
H 0.9506 -4.3926 -0.4249
H -0.5050 -3.6866 -3.6598
H 0.6504 -5.0318 -3.9954
H 1.0113 -3.4394 -5.7063
H 2.4524 -3.6602 -4.6466
H 1.7530 -1.6289 -3.4678
H 1.0593 -1.0308 -6.2210
H 2.7869 -1.4511 -5.8518
H 1.2941 0.8801 -4.5518
H 2.3516 1.1328 -5.8619
H 3.4671 2.4207 -4.4850
H 4.2793 1.8559 -3.0310
H 2.5512 2.1913 -3.0133
C -2.8220 -2.3409 2.2652
C -2.4233 -3.1387 1.0371
O -3.4963 -3.1098 0.0546
H -1.9261 -2.5089 2.9791
H -3.6629 -2.7781 2.7958
H -2.8984 -1.2071 1.9885
H -2.2524 -4.1788 1.1815
H -1.5228 -2.7298 0.5923
H -3.8896 -2.2215 0.1075
C -0.5471 -0.6927 -1.9521
C -1.7570 -0.7328 -2.8457
O -1.5350 -1.4877 -4.0912
H -0.8783 -0.2422 -1.0026
H 0.3557 -0.1382 -2.3209
H -0.1452 -1.6458 -1.6949
H -2.0043 0.3133 -3.1058
H -2.6719 -1.1410 -2.3633
H -0.5545 -1.4194 -4.2612
C 4.6477 2.7806 1.3826
C 5.0609 1.6939 0.3897
O 4.3728 0.4903 0.7514
H 5.0200 2.7211 2.4303
H 3.5225 2.7678 1.5146
H 4.8278 3.7521 0.9405
H 6.1215 1.4523 0.5534
H 4.7661 1.9620 -0.6744
H 4.8228 -0.3075 0.4879
C -0.5277 0.7420 6.3381
C -1.5296 -0.3704 6.0389
O -2.2042 -0.1700 4.8485
H 0.0266 0.9310 5.4452
H 0.0041 0.5245 7.2465
H -1.0458 1.6639 6.5702
H -2.2768 -0.3605 6.8409
H -1.1093 -1.3518 6.0851
H -1.6245 -0.2624 4.0499
C 0.6737 1.5788 1.3538
C 0.8421 0.3751 2.2095
O 2.1245 -0.1903 2.0582
H -0.3898 1.9611 1.4296
H 0.8397 1.4027 0.3065
H 1.3138 2.4123 1.6704
H 0.1610 -0.4361 1.9530
H 0.6222 0.6989 3.2362
H 2.7695 0.5003 1.8775
```



Formula: C25H29N4NaO2
Source: OMol25
Level of theory: ωB97M-V with the def2-TZVPD basis set

The largest force on an atom is 1.3 eV/A. The frontier orbital gap is 6.1 eV. The total energy is -40868.16416 eV. The net charge is 0. For the highest occupied orbital energy, the calculation gives -5.844 eV.

XYZ file:
```
61
C25H29N4NaO2 ωB97M-V with the def2-TZVPD basis set
Na -0.2597 -0.8812 0.9109
O -0.8614 -1.4715 3.3990
C -1.3061 -2.8006 3.5866
C -1.7902 -3.5042 2.3295
C -2.4630 -4.7184 2.4599
C -2.8777 -5.3830 1.3272
C -2.6114 -4.8214 0.0871
C -1.9392 -3.6156 0.0515
N -1.5353 -2.9600 1.1451
H 0.0489 -1.4848 3.0800
H -2.1314 -2.7558 4.2955
H -0.5273 -3.4145 4.0454
H -2.6532 -5.1239 3.4476
H -3.4037 -6.3274 1.4032
H -2.9149 -5.3066 -0.8311
H -1.7086 -3.1456 -0.8994
N 1.8189 -1.0113 0.7619
C 2.5807 -0.4658 -0.0746
C 4.0073 -0.9314 -0.3525
C 4.3295 -2.2788 -0.2070
C 5.6273 -2.7277 -0.4115
C 6.6330 -1.8278 -0.7553
C 6.3266 -0.4810 -0.8930
C 5.0207 -0.0402 -0.7010
C 2.1281 0.7559 -0.8870
C 1.4786 1.8093 -0.2436
C 0.9829 2.8923 -0.9571
C 1.0958 2.9270 -2.3434
C 1.7359 1.8815 -2.9987
C 2.2674 0.8197 -2.2724
H 3.5383 -2.9561 0.0972
H 5.8613 -3.7808 -0.2973
H 7.6482 -2.1745 -0.9099
H 7.1061 0.2275 -1.1485
H 4.7838 1.0117 -0.8212
H 1.3724 1.7611 0.8354
H 0.5121 3.7140 -0.4273
H 0.7095 3.7692 -2.9063
H 1.8358 1.9022 -4.0771
H 2.7957 0.0238 -2.7871
C -2.1432 0.6309 -2.0818
N -2.4194 1.7269 -1.1719
C -3.1241 2.8747 -1.7265
C -2.7627 4.1273 -0.9602
C -3.0538 3.8913 0.5050
N -2.3998 2.6741 0.9676
C -2.1788 2.5655 2.3999
C -2.1179 1.6105 0.1557
O -1.6025 0.5813 0.6165
H -1.5915 1.0065 -2.9453
H -3.0693 0.1620 -2.4302
H -1.5385 -0.1150 -1.5818
H -4.2086 2.7138 -1.7009
H -2.8368 2.9653 -2.7735
H -3.3211 4.9864 -1.3305
H -1.6978 4.3235 -1.0917
H -4.1362 3.8281 0.6683
H -2.6872 4.7186 1.1128
H -1.4721 3.3301 2.7302
H -1.7815 1.5861 2.6376
H -3.1191 2.7069 2.9399
```



Formula: C3H4N4O
Source: OMol25
Level of theory: ωB97M-V with the def2-TZVPD basis set

The largest force on an atom is 7.4 eV/A. The frontier orbital gap is 10.0 eV. The relative energy (zero: lowest compared OMol25 entry of this formula, charge and spin) is 169.3 kJ/mol. The total energy is -11182.21479 eV. Its structure (SMILES) is [H]/N=C1\NC(=O)N\C1=N\[H]. The net charge is 0. For the highest occupied orbital energy, the calculation gives -10.030 eV.

XYZ file:
```
12
C3H4N4O ωB97M-V with the def2-TZVPD basis set
H 2.6744 0.4407 -1.2595
N 1.5069 0.4896 -1.3229
C 0.7251 0.1796 -0.3291
N 0.7428 -0.4773 0.8557
C -0.4174 -0.7255 1.3290
O -0.5091 -1.2882 2.4073
N -1.4131 -0.0824 0.5129
C -0.7586 0.4078 -0.6470
N -1.3025 0.6266 -1.7681
H -0.4488 1.1123 -2.1349
H 1.5098 -0.6922 1.6650
H -2.3096 0.0092 0.6918
```